(1)
Entry from OMol25: a single C4H7N molecule (the ωB97M-V functional and the def2-TZVPD basis).

As for the charge: 0. As for the total energy: -5749.348 eV. The spin multiplicity is 1. The HOMO-LUMO gap is 10.593 eV. Its structure (SMILES) is C#CCCN. Its energy relative to the best compared isomer or geometry (same formula, charge and spin) is 47.7 kcal/mol.

Geometry as XYZ:
```
12
Properties=species:S:1:pos:R:3:forces:R:3
C 2.38107 -0.50435 0.10223 -1.20 -0.04 -0.30
C 1.32622 0.04080 -0.17646 1.40 -0.64 0.89
C 0.10711 0.87243 -0.24554 0.28 -0.91 -0.20
C -1.14233 0.30833 0.50053 0.60 0.96 -1.03
N -1.73585 -0.80816 -0.22982 -1.42 0.06 0.31
H 3.22288 -1.14415 0.36285 -0.61 0.68 -0.34
H -0.10859 1.09849 -1.30565 -0.21 -0.11 0.45
H 0.38655 1.79892 0.22816 -0.04 0.55 0.14
H -0.86782 -0.06329 1.48840 0.05 0.28 -0.02
H -1.76965 1.22999 0.57547 -0.09 -0.79 0.29
H -2.59425 -1.07844 0.27972 0.76 -0.16 -0.11
H -2.15057 -0.48763 -1.10480 0.48 0.12 -0.08
```
Forces are in eV/Å.

What are the Mulliken partial charges on each atom? They are as follows, in elementary charge units: atom 1 (C): 0.018, atom 2 (C): -0.435, atom 3 (C): -0.647, atom 4 (C): -0.423, atom 5 (N): -0.606, atom 6 (H): 0.401, atom 7 (H): 0.316, atom 8 (H): 0.283, atom 9 (H): 0.370, atom 10 (H): 0.249, atom 11 (H): 0.241, atom 12 (H): 0.234

---

(2)
Entry from OMol25: a single CH4O2S molecule (the ωB97M-V functional and the def2-TZVPD basis).

As for the charge: 0. As for the total energy: -16029.579 eV. The spin multiplicity is 1. The HOMO-LUMO gap is 9.502 eV. Its energy relative to the best compared isomer or geometry (same formula, charge and spin) is 57.6 kcal/mol.

Geometry as XYZ:
```
8
Properties=species:S:1:pos:R:3:forces:R:3
C 0.49649 0.10924 -0.33148 -2.16 -1.31 -0.31
O 1.69869 -0.14118 0.25467 0.61 3.58 -1.61
O -2.06458 0.51349 -0.71426 -1.06 -0.20 -1.67
S -1.21541 0.73749 0.43583 1.89 -0.89 2.66
H 0.61227 0.90148 -1.09692 0.02 -0.82 0.25
H 1.83690 -0.81701 0.84720 -0.46 -2.56 1.90
H -0.03414 -0.83475 -0.64906 0.90 0.97 -0.61
H -1.33022 -0.46878 1.25403 0.27 1.24 -0.61
```
Forces are in eV/Å.

What are the Mulliken partial charges on each atom? They are as follows, in elementary charge units: atom 1 (C): -0.347, atom 2 (O): -0.472, atom 3 (O): -0.512, atom 4 (S): 0.289, atom 5 (H): 0.299, atom 6 (H): 0.307, atom 7 (H): 0.313, atom 8 (H): 0.123

---

The lowest total energy belongs to which entry?
CH4O2S